Entry from the Open Molecules 2025 dataset: C27H34N5S3SiTc as an isolated structure (ωB97M-V/def2-TZVPD).

Calculated values
<S²>: 3.784
E_LUMO (spin up / spin down): -2.666 / -4.392 eV
HOMO level (spin up / spin down): -10.41 / -10.40 eV
orbital gap (spin up / spin down): 7.75 / 6.01 eV
ΔE to the lowest compared entry with this formula, charge and spin: 0.805 eV

```
! RIJCOSX wB97M-V def2-TZVPD def2/J DEFGRID3
* xyz 1 4
Tc -0.2277 -0.4807 0.1983
C 0.4586 2.2095 -3.1167
N 0.6404 2.1267 -1.6666
C 2.0611 1.8904 -1.3863
C 2.4329 1.2349 -0.0743
N 2.0231 -0.2113 0.0934
C 2.5416 -1.0019 -1.0650
C 2.6809 -0.7072 1.3277
C 4.0714 -0.7785 1.3727
C 4.7180 -1.2264 2.5091
C 3.9681 -1.6078 3.6159
C 2.5899 -1.5438 3.5706
C 1.9280 -1.0930 2.4252
S 0.1719 -1.0263 2.4774
C 0.0602 3.2231 -0.9634
C -0.0361 4.4844 -1.5506
C -0.5997 5.5555 -0.8758
C -1.0736 5.3937 0.4183
C -0.9902 4.1509 1.0139
C -0.4468 3.0531 0.3324
S -0.4298 1.5751 1.2781
H 1.0893 2.9785 -3.5798
H -0.5840 2.4201 -3.3491
H 0.7142 1.2492 -3.5593
H 2.6301 2.8305 -1.4284
H 2.4364 1.2797 -2.2084
H 2.0541 1.7804 0.7856
H 3.5226 1.2697 -0.0210
H 3.5704 -0.7247 -1.2992
H 1.9300 -0.8198 -1.9450
H 2.5175 -2.0566 -0.8036
H 4.6662 -0.4821 0.5180
H 5.7988 -1.2725 2.5312
H 4.4603 -1.9582 4.5137
H 1.9984 -1.8425 4.4276
H 0.3386 4.6438 -2.5525
H -0.6585 6.5204 -1.3627
H -1.5058 6.2271 0.9558
H -1.3597 4.0004 2.0210
C -4.8199 -1.7941 -4.4666
Si -3.8819 -0.2351 -4.1082
C -2.3566 -0.1635 -5.1577
C -4.9182 1.2723 -4.4389
C -3.5593 -0.2396 -2.2312
C -4.6618 -0.0412 -1.4066
C -4.5704 -0.0221 -0.0122
C -3.3393 -0.2025 0.5548
N -2.2638 -0.4376 -0.2182
C -2.3431 -0.4497 -1.5642
S -0.7389 -0.6656 -2.2465
H -5.1071 -1.8395 -5.5206
H -5.7307 -1.8637 -3.8657
H -4.2039 -2.6706 -4.2464
H -2.6785 -0.2427 -6.2011
H -1.6616 -0.9802 -4.9562
H -1.8217 0.7827 -5.0410
H -5.1449 1.3582 -5.5054
H -4.3804 2.1750 -4.1360
H -5.8715 1.2522 -3.9050
H -5.6381 0.1147 -1.8558
H -5.4371 0.1438 0.6115
H -3.1755 -0.1750 1.6234
N 0.1476 -3.3795 -1.1676
C 0.0177 -4.7011 -1.0056
C -0.4514 -4.9114 0.2707
C -0.5889 -3.6327 0.8137
N -0.2281 -2.6959 -0.0689
H 0.3062 -2.8678 -2.0208
H 0.2511 -5.3852 -1.8053
H -0.6707 -5.8531 0.7435
H -0.9145 -3.3532 1.8003
*
```

Here are the Löwdin charges for atoms 1 to 6, given in e:
1 Tc 1.040
2 C -0.125
3 N -0.188
4 C -0.168
5 C -0.169
6 N -0.249

Entry from the Open Molecules 2025 dataset: C27H34N6O4PSV as an isolated structure (ωB97M-V/def2-TZVPD).

Calculated values
<S²>: 2.033
E_LUMO (spin up / spin down): -5.564 / -5.818 eV
HOMO level (spin up / spin down): -13.01 / -13.01 eV
orbital gap (spin up / spin down): 7.44 / 7.19 eV
ΔE to the lowest compared entry with this formula, charge and spin: 1.936 eV

```
! RIJCOSX wB97M-V def2-TZVPD def2/J DEFGRID3
* xyz 2 3
V 0.2136 -0.9392 1.0403
N -0.2671 4.9549 1.9647
N -1.5353 5.2290 1.4566
C -2.0759 4.5097 0.4469
N -3.2340 4.9549 -0.0323
N -1.4030 3.4167 0.0338
N -1.8596 2.6632 -0.9603
O -1.0567 -0.3702 -0.3036
O -2.9238 2.9243 -1.5153
H -0.3126 4.9204 2.9744
H 0.3867 5.6753 1.6823
H -1.9661 6.1133 1.6831
H -3.6774 5.7741 0.3501
H -3.6721 4.4196 -0.7679
O 0.3930 -3.0087 1.0768
C 0.4072 -2.5116 -0.0558
C 0.2035 -3.0442 -1.3748
C 0.4224 -4.3722 -1.7317
C 0.1485 -4.7810 -3.0271
C -0.3757 -3.8792 -3.9442
C -0.6256 -2.5566 -3.5827
C -0.3189 -2.1228 -2.3049
P -0.6295 -0.3956 -1.7939
C -1.8613 0.2524 -2.8859
C -1.5182 1.1901 -3.8553
C -2.4901 1.6476 -4.7310
C -3.7903 1.1772 -4.6296
C -4.1331 0.2465 -3.6556
C -3.1692 -0.2237 -2.7830
C 0.9235 0.4957 -1.9221
C 1.9161 0.0927 -2.8115
C 3.1140 0.7939 -2.8607
C 3.3188 1.8800 -2.0174
C 2.3276 2.2739 -1.1248
C 1.1242 1.5884 -1.0750
H 0.8101 -5.0724 -1.0030
H 0.3293 -5.8071 -3.3163
H -0.6052 -4.2076 -4.9490
H -1.0656 -1.8771 -4.3019
H -0.5067 1.5708 -3.9171
H -2.2321 2.3774 -5.4861
H -4.5469 1.5404 -5.3123
H -5.1514 -0.1093 -3.5788
H -3.4323 -0.9484 -2.0213
H 1.7646 -0.7561 -3.4672
H 3.8798 0.4943 -3.5642
H 4.2491 2.4315 -2.0688
H 2.4744 3.1306 -0.4801
H 0.3323 1.9531 -0.4278
C 5.5094 -0.8628 -0.2262
C 4.8621 -0.3998 1.0832
C 3.4105 -0.5228 1.0532
N 2.2694 -0.6153 1.0283
H 6.5890 -0.7630 -0.1412
H 5.1667 -0.2592 -1.0637
H 5.2781 -1.9070 -0.4292
H 5.0865 0.6475 1.2959
H 5.2222 -0.9857 1.9307
C -1.0875 -3.6999 5.4023
C -1.1055 -2.7607 4.2036
S 0.3748 -1.7436 4.1383
O 0.0857 -0.7014 3.0277
C 0.2246 -0.7717 5.6445
C -1.0944 -0.0387 5.8054
H -1.9095 -4.4069 5.3076
H -1.2164 -3.1639 6.3412
H -0.1626 -4.2755 5.4513
H -1.9593 -2.0830 4.1955
H -1.0861 -3.3159 3.2646
H 1.0702 -0.0847 5.5854
H 0.4351 -1.4697 6.4569
H -1.3352 0.5375 4.9128
H -1.0134 0.6549 6.6411
H -1.9177 -0.7175 6.0222
*
```

Here are the Löwdin charges for atoms 1 to 6, given in e:
1 V 0.962
2 N 0.038
3 N -0.035
4 C -0.398
5 N 0.204
6 N 0.043

Entry from the Open Molecules 2025 dataset: a 4-piece molecular cluster, C27H34O13S overall (ωB97M-V/def2-TZVPD).

Calculated values
E_LUMO: -1.121 eV
HOMO level: -10.08 eV
orbital gap: 8.96 eV
SMILES string: CS(=O)(=O)c1ccc2c(c1)C(=O)c1ccccc1C2=O.CCOC(=O)OC.CCOC(=O)OC.CCOC(=O)OC

```
! RIJCOSX wB97M-V def2-TZVPD def2/J DEFGRID3
* xyz 0 1
C 3.6219 2.3403 -0.5900
S 2.4788 3.6498 -0.2601
O 2.7493 4.1564 1.0657
O 2.5576 4.6114 -1.3288
C 0.8420 2.9692 -0.2342
C 0.5178 1.8921 0.5849
C -0.7869 1.4218 0.6175
C -1.7398 2.0552 -0.1711
C -1.4098 3.1188 -1.0185
C -0.1003 3.5770 -1.0531
C -2.4966 3.7270 -1.8324
O -2.3400 4.0750 -2.9666
C -3.8010 3.8133 -1.1182
C -4.6379 4.9061 -1.2771
C -5.8248 4.9520 -0.5540
C -6.1404 3.9072 0.3046
C -5.3175 2.7997 0.4487
C -4.1295 2.7554 -0.2663
C -3.1695 1.6329 -0.1442
O -3.5073 0.4861 -0.0344
H 3.2742 1.7797 -1.4531
H 3.7598 1.7240 0.2895
H 4.5410 2.8522 -0.8503
H 1.2615 1.4303 1.2200
H -1.0903 0.5904 1.2331
H 0.2003 4.3945 -1.6910
H -4.3362 5.6859 -1.9580
H -6.4717 5.8047 -0.6781
H -7.0545 3.9599 0.8784
H -5.5807 2.0000 1.1205
C -2.8579 -5.5205 -3.8866
C -3.0300 -4.5710 -5.0509
O -3.9052 -3.4846 -4.7203
C -3.3679 -2.4977 -4.0059
O -2.2204 -2.4065 -3.6457
O -4.3187 -1.5982 -3.7650
C -3.8883 -0.5133 -2.9346
H -3.8298 -5.8635 -3.5293
H -2.2674 -6.3863 -4.1867
H -2.3538 -5.0303 -3.0571
H -3.5095 -5.0824 -5.8835
H -2.0740 -4.1837 -5.4034
H -2.9889 -0.0499 -3.3374
H -3.7107 -0.8652 -1.9240
H -4.6958 0.2141 -2.9233
C -0.0253 -3.9471 -1.4204
C -0.0985 -3.4757 0.0147
O 0.3644 -4.4768 0.9367
C 1.6856 -4.5964 1.0333
O 2.5071 -3.9282 0.4602
O 1.9496 -5.5758 1.9012
C 3.3409 -5.8527 2.0691
H -0.5572 -4.8917 -1.5350
H -0.4715 -3.2073 -2.0844
H 1.0073 -4.1108 -1.7285
H -1.1332 -3.2854 0.2944
H 0.4609 -2.5518 0.1622
H 3.8918 -4.9487 2.3190
H 3.7484 -6.2993 1.1634
H 3.4170 -6.5623 2.8880
C 5.5261 3.7586 3.9477
C 4.1613 3.1255 3.7860
O 4.2599 1.7498 3.3640
C 4.5734 0.8722 4.3123
O 4.7483 1.1088 5.4788
O 4.6378 -0.3384 3.7475
C 5.0170 -1.3844 4.6436
H 6.1084 3.6454 3.0319
H 5.4226 4.8207 4.1680
H 6.0865 3.2918 4.7576
H 3.6062 3.6172 2.9931
H 3.5788 3.1929 4.7048
H 4.3780 -1.3957 5.5236
H 6.0582 -1.2676 4.9403
H 4.8990 -2.3160 4.0973
*
```

Here are the Löwdin charges for atoms 1 to 6, given in e:
1 C -0.120
2 S 0.649
3 O -0.315
4 O -0.307
5 C -0.256
6 C -0.020

Entry from the Open Molecules 2025 dataset: C27H35AsN4O7V as an isolated structure (ωB97M-V/def2-TZVPD).

Calculated values
<S²>: 4.053
E_LUMO (spin up / spin down): -0.390 / -0.346 eV
HOMO level (spin up / spin down): -5.88 / -6.55 eV
orbital gap (spin up / spin down): 5.49 / 6.21 eV

```
! RIJCOSX wB97M-V def2-TZVPD def2/J DEFGRID3
* xyz 0 4
O -0.9207 0.3574 -5.5688
H -1.2142 0.3830 -6.4940
V -0.4160 0.0583 -1.3795
N -0.8070 1.8794 -0.6827
N 0.7024 1.1103 -2.5616
N -2.1379 -0.4708 -0.5755
N -0.8572 -1.3815 -2.5599
O -1.7186 2.2711 0.1953
O -2.8564 0.1031 0.4306
O -0.3087 -1.7252 -3.7893
O 1.2301 0.6184 -3.6405
C 1.0072 2.3621 -2.0804
C 0.2041 2.7561 -0.9793
C -2.4269 -1.7642 -0.8556
C -1.7428 -2.2583 -2.0099
C 0.4281 3.9293 -0.0907
H 1.1261 3.6580 0.7226
H -0.5205 4.2390 0.3675
H 0.8557 4.7798 -0.6365
C 2.0290 3.2195 -2.7310
H 1.8442 3.2837 -3.8114
H 3.0577 2.8752 -2.5577
H 1.9685 4.2316 -2.3172
C -3.3349 -2.5519 0.0214
C -1.9965 -3.5927 -2.5993
H -3.9786 -1.8814 0.6044
H -2.7484 -3.1647 0.7313
H -3.9525 -3.2179 -0.5964
H -1.4135 -3.7266 -3.5124
H -3.0640 -3.7009 -2.8284
H -1.7481 -4.3936 -1.8925
H -2.4511 1.1205 0.3861
H 0.1902 -0.9097 -4.0920
C -1.8849 1.0093 -4.7528
H -1.3411 1.7784 -4.2109
H -2.3264 0.2944 -4.0530
H -2.6786 1.4792 -5.3438
O -4.4403 2.6816 -2.1829
H -4.5841 1.7188 -2.2464
H -3.5669 2.7197 -1.7469
O 0.7639 -0.5916 -0.1634
As 1.1457 -0.5248 1.5368
C -0.4532 -0.2302 2.5653
C -1.1036 -1.3434 3.1222
C -2.1372 -1.1514 4.0502
C -2.5246 0.1402 4.4261
C -1.8805 1.2464 3.8619
C -0.8546 1.0710 2.9161
C 1.7434 -2.3359 1.7739
C 2.8758 -2.5559 2.5726
C 3.3127 -3.8698 2.7793
C 2.6290 -4.9393 2.1931
C 1.5088 -4.7109 1.3922
C 1.0549 -3.4008 1.1714
C 2.4215 0.9066 1.5857
C 3.2466 1.1863 0.4808
C 4.1504 2.2531 0.5641
C 4.2457 3.0156 1.7308
C 3.4285 2.7209 2.8264
C 2.5128 1.6680 2.7597
H -0.7952 -2.3492 2.8385
H -2.6336 -2.0279 4.4794
H -3.3291 0.2807 5.1531
H -2.1717 2.2618 4.1437
H -0.3694 1.9353 2.4777
H 3.3881 -1.7018 3.0212
H 4.1873 -4.0334 3.3978
H 2.9828 -5.9585 2.3540
H 0.9743 -5.5383 0.9280
H 0.1757 -3.2122 0.5419
H 3.1893 0.5718 -0.4191
H 4.7947 2.4724 -0.2889
H 4.9562 3.8390 1.7932
H 3.4898 3.3002 3.7463
H 1.8683 1.4282 3.6080
*
```

Here are the Löwdin charges for atoms 1 to 6, given in e:
1 O -0.137
2 H 0.087
3 V 0.897
4 N -0.180
5 N -0.228
6 N -0.150

Entry from the Open Molecules 2025 dataset: a 7-piece molecular cluster, C27H35BN4O10 overall (ωB97M-V/def2-TZVPD).

Calculated values
E_LUMO: -1.599 eV
HOMO level: -8.57 eV
orbital gap: 6.97 eV
ΔE to the lowest compared entry with this formula, charge and spin: 5.903 eV

```
! RIJCOSX wB97M-V def2-TZVPD def2/J DEFGRID3
* xyz 0 1
N 19.1032 26.5888 28.4683
H 19.1934 26.2441 29.4134
H 18.4330 26.0009 27.9936
H 19.9866 26.4590 27.9964
H 18.9825 27.5908 28.5071
O 27.0154 31.3621 26.3249
C 26.0075 31.8221 26.8312
O 24.7049 31.6628 26.3796
B 23.7486 32.2915 27.2913
O 24.6465 32.8737 28.3658
C 25.9378 32.6305 28.1443
O 26.9665 33.0008 28.7601
O 22.7962 31.3023 27.9172
C 21.5035 31.6430 27.5484
O 20.4783 31.1541 27.9322
C 21.6239 32.9822 26.6498
O 22.9609 33.4121 26.6674
O 20.6834 33.5906 26.2441
C 18.2166 28.9140 22.5322
C 19.6353 28.5876 22.2933
C 19.8467 27.4158 23.2238
O 18.7150 27.2130 24.0361
C 17.6664 27.6737 23.1883
H 17.5985 29.3574 21.7516
H 18.2672 29.8007 23.1641
H 20.2326 29.4662 22.5368
H 19.7382 28.4600 21.2157
H 20.6688 27.4752 23.9370
H 20.0529 26.5413 22.6066
H 16.8120 28.0089 23.7762
H 17.2397 26.8873 22.5658
C 22.7595 20.1132 29.3973
C 22.7478 20.1995 27.9168
C 21.5880 21.0887 27.6269
O 21.2511 21.6638 28.8764
C 22.2462 21.4779 29.8483
H 23.7859 19.8926 29.6903
H 22.1920 19.2717 29.7949
H 22.8921 19.1927 27.5247
H 23.6942 20.7003 27.7126
H 20.7715 20.5402 27.1574
H 21.7836 21.8826 26.9061
H 22.0344 21.4185 30.9159
H 22.9111 22.3407 29.8094
N 19.4556 26.2511 33.0822
C 20.6720 26.1981 33.7014
C 20.9029 26.2147 35.1478
C 19.7648 26.4205 35.9513
C 18.5273 26.3858 35.3129
C 18.4329 26.2412 33.9230
H 21.5501 26.0554 33.0889
H 21.9312 26.1957 35.4777
H 19.9341 26.5683 37.0077
H 17.6609 26.6194 35.9138
H 17.4601 26.2370 33.4541
N 24.8383 26.8274 29.0761
C 25.7331 27.5097 29.8232
C 27.0718 27.4884 29.6131
C 27.5775 26.5936 28.6330
C 26.6580 25.7782 27.8981
C 25.2951 25.9727 28.1538
H 25.4869 28.2142 30.6038
H 27.7330 27.9879 30.3058
H 28.6439 26.5155 28.4809
H 27.0012 25.0533 27.1749
H 24.6247 25.3091 27.6279
N 15.1805 24.3766 27.0931
C 13.9658 25.0132 27.1860
C 12.7400 24.4220 26.9196
C 12.7786 23.0401 26.5857
C 13.9551 22.3410 26.4334
C 15.1346 23.0552 26.7360
H 13.9850 26.0317 27.5449
H 11.7977 24.8088 27.2784
H 11.7788 22.6318 26.5816
H 13.9205 21.3267 26.0642
H 16.0715 22.5885 26.4700
*
```

Here are the Löwdin charges for atoms 1 to 6, given in e:
1 N 0.362
2 H 0.148
3 H 0.152
4 H 0.156
5 H 0.161
6 O 0.123

Entry from the Open Molecules 2025 dataset: C27H35BO5S as an isolated structure (ωB97M-V/def2-TZVPD).

Calculated values
E_LUMO: -0.431 eV
HOMO level: -6.97 eV
orbital gap: 6.54 eV
ΔE to the lowest compared entry with this formula, charge and spin: 0.000 eV

```
! RIJCOSX wB97M-V def2-TZVPD def2/J DEFGRID3
* xyz 0 1
C -1.9239 -1.8531 -1.9133
O -1.0823 -2.0767 -0.7768
C -0.3488 -1.0394 -0.2766
C -0.0281 -1.0314 1.1124
C 0.1605 0.1973 1.7512
C 0.0732 1.4257 1.0606
C 0.1118 2.9202 1.8126
O 0.9472 3.6733 0.9922
C 2.2953 3.3225 1.2595
C 0.0721 1.3365 -0.3546
C -0.0990 0.1254 -1.0289
H -2.5842 -2.7205 -1.9442
H -2.5185 -0.9421 -1.8203
H -1.3302 -1.8023 -2.8246
H -0.0758 -1.9787 1.6748
H 0.3317 0.1970 2.8465
H 0.4487 2.5373 2.7818
H 2.8531 4.0516 0.6663
H 2.5477 3.3697 2.3273
H 2.4208 2.3035 0.8905
H 0.1526 2.2459 -0.9635
H -0.1837 0.1017 -2.1243
C 3.4501 8.1002 0.0840
O 3.3013 7.4972 1.3947
C 2.1331 6.9346 1.7778
C 2.1345 6.2506 3.0202
C 1.1129 5.4339 3.3813
C -0.1360 5.4201 2.6305
B -1.1576 3.6744 2.2647
C -1.0903 6.0487 3.4983
C -2.1538 6.9010 3.1743
C -2.8831 7.3143 4.3408
C -2.4210 6.6935 5.4922
C -2.8679 7.0543 6.8333
S -1.1781 5.6109 5.2237
O -2.3380 4.3212 1.7500
C -3.2293 3.1610 1.8609
C -4.6970 3.4297 1.6360
C -2.6530 2.3129 0.7391
C -2.8376 2.6353 3.3269
C -3.7319 3.1648 4.4343
C -2.6455 1.1313 3.4481
O -1.5267 3.2201 3.5551
C -0.0689 6.0613 1.3304
C 0.9727 6.8464 0.9553
H 4.4964 8.4026 0.0748
H 3.2699 7.3847 -0.7337
H 2.8127 8.9898 -0.0343
H 3.0196 6.3924 3.6465
H 1.2267 4.8517 4.2803
H -2.4352 7.0970 2.1365
H -3.6745 8.0629 4.3114
H -3.6386 7.8128 6.7229
H -3.2874 6.2159 7.3816
H -2.0510 7.4949 7.4015
H -5.2701 2.4836 1.7113
H -5.1077 4.1417 2.3543
H -4.8428 3.8088 0.6214
H -2.8113 1.2512 0.7197
H -2.7665 2.8003 -0.2251
H -1.6235 2.4389 0.8363
H -4.7024 2.6348 4.4675
H -3.2141 3.0276 5.3928
H -3.8825 4.2433 4.2811
H -3.5610 0.5478 3.2962
H -1.8939 0.7772 2.7381
H -2.2639 0.8984 4.4495
H -0.9623 6.0058 0.6989
H 0.9561 7.3259 -0.0306
*
```

Here are the natural (NBO) charges for atoms 1 to 6, given in e:
1 C -0.248
2 O -0.508
3 C 0.318
4 C -0.294
5 C -0.166
6 C -0.066

DFT total energy, record by record: -78579.84669; -91478.98696; -66003.61665; -135379.48226; -55677.66755; -50312.09214 eV